The following is a DFT calculation (wB97M-V/def2-TZVPD) of 4 unconnected molecules or ions with the total composition C5H14O in a non-equilibrium geometry.

Geometry (Å):
1 C 2.286 -0.236 0.167
2 C 1.670 0.006 -1.094
3 O 2.687 0.793 0.975
4 H 2.191 1.591 0.753
5 H 2.885 -1.118 0.348
6 H 0.930 -0.793 0.923
7 H 1.863 0.982 -1.539
8 H 0.446 -0.013 -0.848
9 H 1.782 -0.804 -1.809
10 C -1.097 -0.074 -0.288
11 C -2.017 -1.214 0.128
12 C -1.367 1.232 0.442
13 H -1.240 0.086 -1.363
14 H 0.082 -0.632 0.602
15 H -1.745 -2.146 -0.373
16 H -1.971 -1.390 1.206
17 H -1.246 1.112 1.522
18 H -0.689 2.024 0.112
19 H -3.061 -0.998 -0.131
20 H -2.388 1.591 0.266

Results
Total charge: 0
DFT total energy in eV: -7454.78200
HOMO energy in eV: -7.70